Entry from OMol25: a 6-piece molecular cluster, C54H114N6O6 overall in a non-equilibrium geometry (ωB97M-V/def2-TZVPD).

```
! wB97M-V def2-TZVPD RIJCOSX def2/J DEFGRID3
* xyz 0 1
O 1.832 -1.804 1.928
O 8.043 -0.965 -0.807
O -3.086 1.084 5.719
O -5.147 1.475 -3.528
O 1.852 2.751 -4.769
O -4.849 -2.454 0.595
N 1.346 -0.497 2.105
N -3.916 2.142 -3.398
N -4.337 1.782 5.592
N 7.822 -2.364 -0.906
N -4.945 -3.796 0.095
N 2.822 2.175 -3.904
C -5.753 4.226 5.500
C -3.001 3.500 4.247
C -0.452 1.662 2.067
C -3.551 -4.515 2.073
C 2.306 -0.021 -4.843
C 7.246 -4.414 0.358
C -4.209 1.626 3.197
C 8.517 -4.527 -1.750
C -3.548 3.158 7.616
C 4.310 0.335 -3.501
C 8.419 -5.100 -0.357
C -4.878 -6.158 0.706
C 7.900 -2.329 1.558
C 8.665 -2.522 -3.177
C 3.380 1.001 -4.521
C 10.222 -2.750 -1.234
C 2.583 0.289 0.144
C 0.069 1.068 3.393
C -2.133 2.960 -1.959
C 0.246 -0.514 -0.122
C -4.813 -3.044 -2.189
C -0.754 -1.337 3.218
C -6.080 -4.559 2.091
C -1.859 4.103 -2.920
C 8.799 -3.040 -1.746
C -4.561 3.064 -1.201
C -3.681 3.155 -4.402
C -5.883 3.314 6.707
C 4.304 4.161 -4.136
C -3.312 0.890 -1.415
C 1.226 0.210 0.821
C 2.643 3.917 -2.283
C -3.977 -6.395 -0.498
C -4.115 -3.920 -1.098
C 0.680 1.612 1.070
C -5.124 1.279 7.813
C -2.671 -3.386 -1.043
C 1.271 -0.753 4.513
C -4.575 4.404 -4.251
C -4.222 2.604 4.379
C 7.174 -2.858 0.312
C 4.218 1.206 -5.811
C 5.702 -2.486 0.351
C 3.622 3.161 -3.182
C -4.812 -4.699 1.240
C -5.497 3.423 4.228
C -3.854 2.626 -5.828
C 0.447 -0.390 3.247
C -3.507 2.283 -1.997
C -2.207 3.563 -4.300
C 5.330 1.283 -2.895
C -4.172 -5.359 -1.608
C -4.647 2.401 6.876
C 4.632 2.458 -2.255
H 3.515 4.761 -4.596
H -5.415 4.146 3.414
H -4.891 2.325 -6.015
H -0.800 4.375 -2.923
H -3.440 -3.456 2.349
H 10.955 -3.012 -2.002
H -3.054 4.375 4.905
H -3.031 3.914 3.239
H -5.633 4.144 -4.314
H -5.917 -6.453 0.545
H -3.270 1.093 3.056
H -1.499 -1.051 3.960
H -4.968 4.969 5.668
H -2.007 -4.155 -0.630
H -6.383 2.809 4.048
H -5.013 0.889 3.309
H 0.527 -1.549 -0.322
H -2.021 3.307 -0.919
H 2.174 3.194 -1.605
H -4.519 -6.784 1.529
H 5.971 1.684 -3.690
H -2.306 -3.175 -2.045
H 1.423 0.399 -5.339
H 4.388 0.235 -6.281
H -2.606 -2.481 -0.441
H 10.402 -3.253 -0.289
H 5.130 -2.657 -0.566
H 7.458 -0.618 -1.487
H 1.502 2.261 1.402
H -2.660 0.912 -0.537
H -4.313 0.584 8.055
H -0.513 -2.394 3.342
H -3.094 3.964 7.040
H -5.479 1.709 8.752
H 2.644 -0.892 -5.397
H 3.688 -0.072 -2.693
H -6.110 3.902 7.595
H -4.240 0.363 -1.192
H 7.627 -4.783 -2.335
H 0.318 0.002 -1.087
H 9.317 -4.979 -2.351
H 5.260 -3.141 1.110
H 1.076 2.850 -4.210
H 9.330 -3.058 -3.859
H -4.515 2.137 2.278
H -1.299 2.250 -1.986
H 6.322 -4.773 -0.099
H 3.115 -0.652 0.255
H -4.346 5.007 -3.380
H -4.414 5.055 -5.120
H -1.592 2.672 -4.475
H 7.732 -2.931 2.451
H -4.130 -7.384 -0.928
H 9.347 -5.086 0.212
H 3.643 1.772 -6.549
H -5.702 -2.084 0.350
H 4.810 -0.551 -3.900
H -4.093 3.599 -0.368
H 1.828 4.356 -2.862
H 5.194 1.652 -5.641
H 7.666 -2.754 -3.567
H -6.118 -3.650 2.689
H -5.351 -2.180 -1.788
H -3.537 -5.135 2.963
H 2.413 0.508 -0.915
H 2.103 -1.422 4.301
H -6.681 4.803 5.415
H -2.970 -6.235 -0.102
H 10.328 -1.670 -1.123
H -0.809 1.144 4.049
H 0.862 1.650 3.854
H -1.238 -1.281 2.231
H 5.462 -1.454 0.618
H 5.300 3.237 -1.882
H 3.189 1.133 0.476
H 1.661 0.094 5.079
H -2.070 3.005 4.513
H 0.634 -1.290 5.226
H 5.989 0.718 -2.233
H -5.604 -3.607 -2.688
H 8.810 -1.447 -3.271
H -3.602 3.380 -6.568
H 4.072 2.136 -1.372
H -5.088 3.835 -1.763
H -3.251 1.728 -5.985
H -3.886 3.440 8.611
H -4.993 -5.536 -2.299
H -3.366 0.163 5.702
H 1.799 -0.392 -3.937
H -4.975 0.719 -4.099
H -5.374 2.454 -0.802
H -1.967 4.240 -5.124
H 4.924 4.883 -3.602
H -2.412 5.017 -2.709
H -6.956 -4.622 1.441
H 8.987 -2.294 1.432
H 4.852 3.646 -4.920
H -2.784 0.247 -2.127
H 1.078 -2.359 1.672
H 3.078 4.683 -1.640
H -1.283 1.049 1.700
H -0.807 -0.448 0.157
H -6.733 2.636 6.568
H 8.120 -6.147 -0.469
H 0.397 2.105 0.130
H 7.641 -1.290 1.775
H -3.277 -5.504 -2.231
H 7.320 -4.734 1.396
H -4.119 -2.623 -2.912
H -2.696 2.495 7.821
H -5.931 0.671 7.403
H -2.645 -4.574 1.458
H -0.870 2.625 2.363
H -6.218 -5.435 2.732
*
```

The value obtained for the electronic energy is -79065.1911 eV. The SMILES is CC1(C)CCCC(C)(C)N1O.CC1(C)CCCC(C)(C)N1O.CC1(C)CCCC(C)(C)N1O.CC1(C)CCCC(C)(C)N1O.CC1(C)CCCC(C)(C)N1O.CC1(C)CCCC(C)(C)N1O. Its largest force on an atom is 0.04146 hartree/bohr. As for the HOMO energy: -0.291 Eh.